Below is a structure of composition C31H40CoN4O at a distorted geometry, with properties calculated with ωB97M-V with the def2-TZVPD basis set.

```
! wB97M-V def2-TZVPD RIJCOSX def2/J DEFGRID3
* xyz 3 5
Co 0.1109 -0.1428 0.3649
C -0.3475 0.7569 3.9757
C -0.5019 1.2131 2.5481
C -1.7949 1.2251 1.9468
C -3.0142 0.9355 2.7300
C -1.9387 1.5914 0.5421
C -3.2936 1.5751 -0.0778
C -0.8382 2.0974 -0.1694
C -1.0821 2.6703 -1.5513
C 0.3975 2.2917 0.5127
C 1.4375 3.1577 -0.1185
C 0.5777 1.7761 1.8705
C 1.8554 1.9923 2.6372
H -0.6667 1.5572 4.6509
H 0.6780 0.5126 4.2307
H -0.9672 -0.1095 4.1945
H -3.6335 1.8442 2.7542
H -2.8132 0.6437 3.7533
H -3.6376 0.1670 2.2572
H -3.2618 1.4765 -1.1588
H -3.7804 2.5394 0.1356
H -3.9435 0.8052 0.3348
H -1.4623 1.9193 -2.2453
H -0.2037 3.1158 -2.0001
H -1.8404 3.4535 -1.4872
H 1.1260 4.2036 0.0109
H 1.5313 2.9946 -1.1899
H 2.4196 3.0711 0.3345
H 2.2997 1.0480 2.9627
H 1.6352 2.5636 3.5429
H 2.6094 2.5421 2.0875
N 2.0846 0.2306 -0.5251
C 2.9122 -0.9355 -0.2798
C 4.2508 -0.9124 -0.0402
C 4.9531 -2.1354 0.0876
C 4.3084 -3.3265 -0.0793
C 2.9118 -3.3558 -0.3252
C 2.1639 -4.5328 -0.5434
C 0.8153 -4.4412 -0.7751
C 0.1904 -3.1911 -0.7155
N 0.8479 -2.0605 -0.4890
C 2.2103 -2.1418 -0.3633
H 1.7848 0.2184 -1.5018
H 2.6137 1.0846 -0.3969
H 4.7927 0.0277 0.0071
H 6.0169 -2.1150 0.2831
H 4.8578 -4.2597 -0.0341
H 2.6622 -5.4969 -0.5386
H 0.2205 -5.3207 -0.9828
H -0.8826 -3.1212 -0.8493
C -7.3869 -2.4452 -1.1888
C -6.8748 -3.5075 -0.2225
N -5.4039 -3.5190 -0.0051
C -4.6528 -4.6709 -0.5324
C -4.4421 -4.5949 -2.0375
C -4.8341 -2.4734 0.5788
O -5.3603 -1.3991 0.8517
C -3.4018 -2.5601 1.0650
C -3.0429 -3.2992 2.1882
C -1.7986 -3.0879 2.7727
C -0.9636 -2.1301 2.2334
N -1.3159 -1.4165 1.1444
C -2.5024 -1.6515 0.5695
H -8.4476 -2.6149 -1.3679
H -6.8662 -2.4929 -2.1477
H -7.2678 -1.4475 -0.7795
H -7.1325 -4.4953 -0.5967
H -7.3537 -3.3979 0.7486
H -5.2045 -5.5748 -0.2792
H -3.6886 -4.7308 -0.0281
H -5.3951 -4.6215 -2.5677
H -3.8476 -5.4431 -2.3841
H -3.9281 -3.6680 -2.3111
H -3.7360 -4.0224 2.6066
H -1.4955 -3.6323 3.6576
H 0.0037 -1.9224 2.6779
H -2.7657 -1.0418 -0.2878
*
```

Summary:
E_HOMO (spin up / spin down): -16.4 / -16.4 eV
DFT total energy: -2881.35321 Ha
gap between HOMO and LUMO (spin up / spin down): 7.115 / 3.797 eV
energy above the lowest of the compared OMol25 structures with the same formula, charge and spin: 19.5 kJ/mol



Below is a structure of composition C15H20N2O4S2 at a distorted geometry, with properties calculated with ωB97M-V with the def2-TZVPD basis set.

```
! wB97M-V def2-TZVPD RIJCOSX def2/J DEFGRID3
* xyz 0 1
C 3.0263 -4.8772 -0.6254
H 3.4068 -5.7252 -0.3213
H 3.8682 -4.1820 -1.1427
H 2.3880 -4.9622 -1.4275
C 2.7076 -4.0327 0.6155
C 3.5660 -4.1285 1.7389
H 3.8291 -5.2101 2.1072
H 4.5130 -3.4599 1.2591
H 3.2023 -3.5709 2.4512
C 2.0826 -2.6786 0.1744
H 2.8251 -2.2571 -0.5136
C 0.9419 -2.7547 -0.9565
N 0.5360 -1.2792 -0.8930
S -1.3687 -1.1423 -1.0475
O -1.7633 -2.1721 -0.2962
O -1.8462 -0.9765 -2.2349
C -1.4237 0.3463 0.1696
C -2.3600 1.2594 -0.1832
S -2.2639 2.7222 0.7718
C -1.0421 1.7043 1.7140
C -0.5555 0.5857 1.0841
H -0.0039 -0.2866 1.4079
C -0.4396 2.4517 2.7863
O -0.8271 3.4623 3.2061
N 0.7384 1.9158 3.2630
H 0.8571 0.9519 3.2622
H 1.1352 2.2583 4.4847
H -3.1095 1.4043 -1.2130
C 0.9890 -0.7083 -1.9957
C 0.8254 0.8683 -1.7204
C 0.1003 1.8562 -2.5159
C 0.4657 3.0595 -1.7184
C 1.1732 2.7275 -0.7140
O 1.6396 1.4042 -0.6524
H 1.7099 3.2699 0.1376
H -0.2317 3.9989 -2.0308
H -0.4084 1.7863 -3.3135
H 1.8678 -0.9855 -1.9706
H 0.5527 -0.8362 -3.0717
H 1.0234 -3.3240 -1.8655
H -0.0825 -3.2651 -0.2018
H 1.6374 -2.4092 1.0439
H 1.6805 -4.7826 0.9071
*
```

Summary:
E_HOMO: -8.5 eV
DFT total energy: -1789.88274 Ha
gap between HOMO and LUMO: 8.216 eV
energy above the lowest of the compared OMol25 structures with the same formula, charge and spin: 1524.9 kJ/mol



Below is a structure of composition C20H25N5O4S2 at a distorted geometry, with properties calculated with ωB97M-V with the def2-TZVPD basis set.

```
! wB97M-V def2-TZVPD RIJCOSX def2/J DEFGRID3
* xyz 0 1
C 2.5015 4.3727 -5.8608
H 2.3762 3.1524 -5.9168
O 3.7536 4.5914 -5.1576
C 3.9679 4.2825 -4.0172
C 3.0785 3.4566 -3.4282
C 3.3752 3.3507 -2.0068
C 4.5253 3.8716 -1.4701
C 5.6056 4.3335 -2.1749
C 5.3196 4.7036 -3.4824
H 5.8608 5.2816 -4.0810
H 6.5918 4.7917 -1.5684
H 5.0532 3.4466 -0.3507
N 2.4496 2.4277 -1.3282
C 1.1917 2.4094 -1.2986
O 0.5959 2.7708 -2.3529
C 0.5548 1.6593 -0.3043
H -0.2531 0.8173 -0.8098
H 0.0000 2.2465 0.3727
C 1.8375 0.7681 0.5008
C 2.0798 -0.3638 -0.1779
O 3.0580 -0.7252 -1.0847
N 1.3231 -1.3253 0.1914
C 0.3116 -1.6328 1.1406
N -0.2581 -2.6742 1.3051
N -0.9733 -3.0625 2.2159
C -1.4937 -1.7873 2.7244
S -2.7417 -1.4280 3.7368
C -3.2303 -3.1305 4.2999
H -2.6138 -3.6498 3.7083
C -4.7986 -3.2701 3.5748
N -4.7706 -3.5334 2.2344
C -4.0321 -4.6834 1.5100
C -4.6740 -4.8785 0.2401
O -4.6174 -3.7505 -0.7631
C -5.2751 -2.6321 -0.1367
C -4.6321 -2.3035 1.5158
H -5.1751 -1.6370 1.7182
H -3.7698 -1.8117 1.2912
H -5.1028 -1.7875 -0.7200
H -6.2326 -2.7396 0.1109
H -4.2722 -5.5878 -0.2893
H -5.7129 -4.9101 0.3452
H -4.2150 -5.4010 2.1428
H -3.0895 -4.3303 1.3649
H -5.2155 -2.4541 3.8378
H -5.2454 -4.3141 4.0637
H -3.4918 -3.2210 5.2003
S -0.6509 -0.4779 1.9743
H 1.5957 -2.4914 -0.2934
H 1.7883 0.8841 1.4721
C 2.9763 1.8099 0.0915
H 3.9159 1.2825 -0.1035
H 3.0404 2.3884 0.9794
H 2.0324 3.3101 -3.6646
H 2.4413 4.7776 -6.8806
H 1.6330 4.8902 -5.2098
*
```

Summary:
E_HOMO: -7.9 eV
DFT total energy: -2147.56628 Ha
gap between HOMO and LUMO: 7.730 eV
energy above the lowest of the compared OMol25 structures with the same formula, charge and spin: 1882.4 kJ/mol



Below is a cluster of 2 separate species, C3H8N3 in total at a distorted geometry, with properties calculated with ωB97M-V with the def2-TZVPD basis set.

```
! wB97M-V def2-TZVPD RIJCOSX def2/J DEFGRID3
* xyz 1 1
C -2.4176 0.3433 -0.4990
C -1.3664 0.4738 -1.3140
C 1.8029 0.3857 -0.7819
N 0.9450 -0.9051 1.1504
N 0.5781 -1.6797 1.9202
N 1.0131 -0.2075 0.2318
H -2.7063 1.1247 0.2910
H -2.9793 -0.5757 -0.5952
H -1.1132 -0.3489 -2.0691
H -0.8060 1.3220 -1.5508
H 2.7869 0.1873 -0.6643
H 1.5114 1.4290 -0.7136
H 1.4204 0.1254 -1.7747
H 0.5451 -1.5622 2.8774
*
```

Summary:
E_HOMO: -13.7 eV
DFT total energy: -282.92273 Ha
gap between HOMO and LUMO: 8.550 eV
energy above the lowest of the compared OMol25 structures with the same formula, charge and spin: 632.8 kJ/mol